# 1
ORCA calculation (ωB97M-V with the def2-TZVPD basis set) on a single CH2N4S molecule.

Its gap between HOMO and LUMO is 10.260 eV. Its SMILES is Sn1cnnn1.

Last columns: bonded neighbours and bond lengths (Å).
Geometry (Å):
1 C -0.5636 0.9913 0.0042  H3 1.068, N4 1.361, N5 1.325
2 H 2.2265 -1.3639 0.0111  S8 1.363
3 H -0.3744 2.0417 -0.0173  C1 1.068
4 N 0.3460 -0.0209 0.0168  C1 1.361, N7 1.379, S8 1.706
5 N -1.7798 0.4659 -0.0074  C1 1.325, N6 1.368
6 N -1.5662 -0.8855 0.0067  N5 1.368, N7 1.270
7 N -0.3402 -1.2169 -0.0109  N4 1.379, N6 1.270
8 S 2.0517 -0.0117 -0.0031  H2 1.363, N4 1.706

# 2
ORCA calculation (ωB97M-V with the def2-TZVPD basis set) on 2 unconnected molecules or ions with the total composition C3H2ClNO2.

Its gap between HOMO and LUMO (alpha / beta) is 8.359 / 8.381 eV.

Last columns: bonded neighbours and bond lengths (Å).
Geometry (Å):
1 C -1.8258 -0.1913 -2.0409  C2 1.445, N4 1.428, O5 1.172
2 C -1.5944 -1.6113 -1.9065  C1 1.445, N4 1.455, O6 1.156
3 C -0.7217 -0.4843 0.3933  N4 1.375, Cl7 1.787, H8 1.122
4 N -1.0829 -0.6715 -0.9203  C1 1.428, C2 1.455, C3 1.375
5 O -2.2226 0.8005 -2.5224  C1 1.172
6 O -1.6984 -2.7387 -2.1386  C2 1.156
7 Cl -0.2368 -1.9325 1.3210  C3 1.787
8 H -1.5268 0.1769 0.8100  C3 1.122
9 H 0.6209 0.8670 0.0086  no bonds

Max |F| in eV/A, matching the order above: 1.700; 3.450
Calculated total energy in eV, matching the order above: -17862.6910; -21245.2597
Relative energy (zero: lowest compared OMol25 entry of this formula, charge and spin) in eV, matching the order above: 1.115; 5.505